Density functional theory data (wB97M-V/def2-TZVPD) for C27H59AlBr24O3P as an isolated structure.

```
! RIJCOSX wB97M-V def2-TZVPD def2/J DEFGRID3
* xyz -1 1
C 3.68 3.05 -0.39
C 4.99 2.59 -1.06
C 6.26 3.15 -0.35
Al 7.46 1.71 0.38
P 8.38 2.46 2.49
O 9.48 3.48 2.50
O 8.93 1.12 3.31
O 7.19 2.98 3.53
H 3.65 2.69 0.66
H 2.79 2.68 -0.91
H 3.64 4.16 -0.35
H 4.99 1.49 -1.06
H 4.98 2.90 -2.12
H 5.95 3.80 0.50
H 6.80 3.81 -1.04
H 6.58 0.40 0.77
H 8.74 1.39 -0.55
H 8.18 0.55 3.51
H 7.52 3.78 3.94
Br -2.10 1.11 -2.07
C -2.99 1.39 -0.37
C -2.17 2.19 0.60
Br -0.72 1.14 1.35
H -3.22 0.40 0.03
H -3.92 1.90 -0.60
H -2.79 2.48 1.45
H -1.73 3.07 0.15
Br -2.77 -0.56 -5.97
C -2.86 -2.28 -5.08
C -2.00 -2.35 -3.85
Br -0.11 -2.43 -4.27
H -2.57 -3.02 -5.82
H -3.91 -2.42 -4.81
H -2.23 -3.25 -3.29
H -2.14 -1.48 -3.21
Br 0.59 -1.06 3.88
C -1.13 -1.80 4.36
C -1.26 -3.24 3.92
Br -1.42 -3.39 1.98
H -1.88 -1.17 3.88
H -1.21 -1.73 5.44
H -2.16 -3.68 4.34
H -0.39 -3.83 4.20
Br -5.67 -0.24 -3.36
C -6.61 -0.50 -5.04
C -7.57 -1.66 -4.95
Br -6.66 -3.38 -4.97
H -5.85 -0.64 -5.80
H -7.16 0.42 -5.22
H -8.24 -1.67 -5.80
H -8.15 -1.63 -4.03
Br 4.32 -5.04 5.26
C 3.63 -3.23 5.07
C 3.06 -2.70 6.36
Br 1.35 -3.52 6.80
H 2.89 -3.26 4.28
H 4.47 -2.61 4.76
H 2.87 -1.64 6.27
H 3.71 -2.89 7.21
Br 3.89 -3.22 -4.92
C 3.08 -3.83 -6.57
C 2.05 -4.90 -6.35
Br 2.85 -6.62 -5.91
H 3.89 -4.18 -7.21
H 2.62 -2.96 -7.02
H 1.47 -5.07 -7.26
H 1.38 -4.66 -5.53
Br 5.48 7.11 -0.65
C 6.72 8.06 -1.80
C 6.94 7.34 -3.10
Br 8.05 5.76 -2.89
H 7.65 8.16 -1.23
H 6.28 9.04 -1.97
H 7.46 7.99 -3.80
H 6.01 7.00 -3.54
Br -4.51 -0.42 2.34
C -5.02 -2.11 1.52
C -6.06 -2.84 2.34
Br -5.32 -3.60 3.97
H -4.10 -2.68 1.42
H -5.42 -1.87 0.54
H -6.46 -3.68 1.77
H -6.86 -2.19 2.65
Br 1.77 0.55 7.68
C 2.58 2.04 6.72
C 2.68 1.78 5.24
Br 4.10 0.53 4.81
H 3.56 2.21 7.16
H 1.93 2.89 6.91
H 2.93 2.70 4.71
H 1.75 1.37 4.83
Br -10.84 0.68 -5.54
C -10.69 1.48 -7.31
C -11.09 0.54 -8.41
Br -9.75 -0.82 -8.76
H -9.67 1.83 -7.40
H -11.36 2.34 -7.29
H -11.20 1.09 -9.35
H -12.02 0.02 -8.19
Br -9.29 0.23 -1.96
C -10.06 -1.50 -1.52
C -9.41 -2.10 -0.30
Br -7.61 -2.73 -0.67
H -9.93 -2.13 -2.39
H -11.12 -1.33 -1.34
H -9.97 -2.96 0.05
H -9.32 -1.37 0.51
Br 7.57 1.53 6.40
C 8.15 0.25 7.72
C 8.69 -1.00 7.07
Br 7.25 -2.10 6.34
H 7.31 0.03 8.37
H 8.94 0.73 8.30
H 9.20 -1.63 7.79
H 9.35 -0.77 6.24
*
```

Summary:
HOMO-LUMO gap (eV): 5.93
Energy (a.u.): -63650.206140

---

Density functional theory data (wB97M-V/def2-TZVPD) for C55H46N6S2SiTl as an isolated structure.

```
! RIJCOSX wB97M-V def2-TZVPD def2/J DEFGRID3
* xyz -1 1
Tl 0.66 -0.12 -0.94
C -0.34 -0.61 4.25
C -0.38 -1.81 3.36
C -1.36 -2.79 3.52
C -1.31 -3.92 2.72
C -0.28 -4.05 1.81
C 0.66 -3.02 1.71
N 0.59 -1.93 2.46
C 1.82 -3.19 0.81
C 2.40 -4.46 0.73
C 3.48 -4.65 -0.11
C 3.96 -3.57 -0.82
C 3.34 -2.33 -0.67
N 2.29 -2.15 0.13
C 3.89 -1.17 -1.37
C 4.44 -1.30 -2.65
C 5.01 -0.18 -3.24
C 5.05 1.00 -2.52
C 4.47 1.04 -1.25
C 4.49 2.29 -0.43
N 3.90 -0.02 -0.70
H -0.06 -0.92 5.26
H -1.30 -0.12 4.30
H 0.41 0.08 3.88
H -2.12 -2.68 4.28
H -2.05 -4.70 2.82
H -0.22 -4.91 1.17
H 2.02 -5.27 1.33
H 3.95 -5.62 -0.19
H 4.80 -3.67 -1.48
H 4.35 -2.23 -3.18
H 5.42 -0.24 -4.24
H 5.50 1.89 -2.93
H 5.48 2.74 -0.45
H 4.20 2.06 0.59
H 3.78 2.99 -0.85
N -9.31 -4.15 0.21
C -8.26 -3.69 0.09
C -6.98 -3.14 -0.06
C -6.62 -2.51 -1.25
C -5.36 -1.97 -1.40
C -4.42 -2.07 -0.37
C -4.78 -2.70 0.82
C -6.04 -3.22 0.99
C -3.06 -1.54 -0.59
C -2.93 -0.18 -0.85
C -4.00 0.77 -0.82
C -3.47 1.96 -1.24
C -2.11 1.71 -1.51
N -1.78 0.45 -1.26
C -2.05 -2.50 -0.70
C -2.29 -3.91 -0.83
C -1.11 -4.46 -1.25
C -0.19 -3.39 -1.33
N -0.73 -2.25 -0.97
H -7.34 -2.46 -2.06
H -5.08 -1.50 -2.32
H -4.05 -2.77 1.61
H -6.33 -3.70 1.91
H -5.01 0.57 -0.50
H -3.97 2.91 -1.35
H -1.38 2.40 -1.89
H -3.23 -4.40 -0.68
H -0.91 -5.49 -1.49
H 0.83 -3.45 -1.68
C 0.36 -0.66 -5.75
C 0.98 -0.13 -4.48
S 1.40 -1.37 -3.33
C 1.14 1.19 -4.25
C 0.77 2.23 -5.27
S 1.70 1.85 -2.75
H 0.28 -1.74 -5.68
H 0.97 -0.41 -6.62
H -0.64 -0.24 -5.89
H 0.81 1.85 -6.29
H 1.44 3.08 -5.19
H -0.25 2.59 -5.09
C -3.71 3.02 2.40
C -2.80 4.03 2.10
C -1.52 3.70 1.72
C -1.11 2.37 1.59
C -2.04 1.38 1.89
C -3.32 1.70 2.29
Si 0.68 1.95 1.04
C 1.73 1.66 2.61
C 2.75 0.71 2.66
C 3.53 0.57 3.80
C 3.30 1.38 4.90
C 2.30 2.33 4.86
C 1.52 2.46 3.72
C 1.34 3.61 0.35
C 0.76 4.22 -0.76
C 1.25 5.41 -1.29
C 2.35 6.02 -0.71
C 2.93 5.45 0.41
C 2.43 4.27 0.93
H -4.72 3.28 2.71
H -3.09 5.06 2.19
H -0.81 4.49 1.51
H -1.76 0.34 1.78
H -4.03 0.91 2.52
H 2.92 0.07 1.81
H 4.32 -0.17 3.83
H 3.91 1.28 5.79
H 2.12 2.97 5.71
H 0.73 3.20 3.70
H -0.10 3.77 -1.22
H 0.78 5.85 -2.15
H 2.74 6.94 -1.12
H 3.78 5.92 0.88
H 2.91 3.83 1.80
*
```

Summary:
HOMO-LUMO gap (eV): 5.05
Energy (a.u.): -3710.446670
Relative energy (zero: lowest compared OMol25 entry of this formula, charge and spin) (kcal/mol): 31.3

---

Density functional theory data (wB97M-V/def2-TZVPD) for an isolated molecule of C5H11NO.

```
! RIJCOSX wB97M-V def2-TZVPD def2/J DEFGRID3
* xyz 0 1
C 1.34 -0.25 2.25
C 0.98 0.77 1.19
C -0.25 0.28 0.48
N -0.77 0.98 -0.68
C -0.98 0.41 -1.92
C -1.03 -1.08 -2.11
O -1.20 1.15 -2.87
H 1.97 -1.07 1.91
H 1.85 0.14 3.13
H 0.42 -0.77 2.58
H 0.71 1.73 1.65
H 1.83 0.97 0.52
H 0.05 -0.74 0.10
H -1.16 -0.01 1.03
H -0.73 1.99 -0.68
H -1.78 -1.36 -2.85
H -1.21 -1.77 -1.28
H -0.02 -1.37 -2.44
*
```

Summary:
HOMO-LUMO gap (eV): 10.30
Energy (a.u.): -327.102747
SMILES: CCCNC(C)=O
Relative energy (zero: lowest compared OMol25 entry of this formula, charge and spin) (kcal/mol): 17.9

---

Density functional theory data (wB97M-V/def2-TZVPD) for a 2-piece molecular cluster, C5H10N overall.

```
! RIJCOSX wB97M-V def2-TZVPD def2/J DEFGRID3
* xyz 1 1
C 2.05 -0.60 0.88
C 2.18 0.10 -0.21
C 1.00 0.43 0.56
C -0.54 -1.23 -0.45
C -0.50 0.10 0.27
N -0.98 1.19 -0.66
H 2.59 -1.31 1.57
H 2.76 0.47 -0.99
H 1.06 1.60 1.69
H -0.95 -0.94 -1.46
H -1.21 -1.94 -0.04
H 0.45 -1.74 -0.49
H -1.18 0.03 1.24
H -1.20 0.80 -1.63
H -0.24 1.97 -0.67
H -1.91 1.65 -0.38
*
```

Summary:
HOMO-LUMO gap (eV): 9.70
Energy (a.u.): -250.828976
Relative energy (zero: lowest compared OMol25 entry of this formula, charge and spin) (kcal/mol): 110.6

---

Density functional theory data (wB97M-V/def2-TZVPD) for an isolated molecule of C3H8N2O2.

```
! RIJCOSX wB97M-V def2-TZVPD def2/J DEFGRID3
* xyz 0 1
N 1.56 -0.24 0.97
C 0.88 -0.44 -0.30
C -0.64 -0.42 -0.19
C -1.08 1.02 0.35
O -2.33 1.38 -0.22
N 1.05 -1.82 -0.87
O 1.63 -1.81 -1.97
H 2.56 -0.34 0.81
H 1.31 -1.01 1.60
H 1.22 0.30 -1.04
H -1.02 -1.16 0.53
H -1.14 -0.56 -1.15
H -0.35 1.80 0.12
H -1.20 0.96 1.44
H -2.45 2.33 -0.08
*
```

Summary:
HOMO-LUMO gap (eV): 8.96
Energy (a.u.): -378.998392
SMILES: N[C@H](CCO)N=O
Relative energy (zero: lowest compared OMol25 entry of this formula, charge and spin) (kcal/mol): 89.5

---

Density functional theory data (wB97M-V/def2-TZVPD) for a 8-piece molecular cluster, C51H120N8O10 overall.

```
! RIJCOSX wB97M-V def2-TZVPD def2/J DEFGRID3
* xyz 1 2
C 22.73 -40.14 23.30
C 23.15 -40.46 24.69
C 24.57 -40.39 25.10
O 24.94 -39.00 24.96
C 26.33 -38.70 24.80
N 22.38 -39.55 25.50
H 23.15 -39.18 23.00
H 21.67 -40.29 23.09
H 23.29 -40.83 22.67
H 22.68 -41.37 25.07
H 25.10 -41.01 24.37
H 24.82 -40.69 26.12
H 26.44 -37.71 25.22
H 26.58 -38.73 23.74
H 27.04 -39.37 25.28
H 22.64 -39.54 26.48
H 22.78 -38.65 25.27
C 26.89 -29.46 19.18
C 25.88 -30.50 19.10
C 24.63 -30.18 20.02
O 23.84 -31.38 20.09
C 22.49 -31.07 19.91
N 25.54 -30.72 17.71
H 26.38 -28.51 19.35
H 27.31 -29.18 18.21
H 27.77 -29.60 19.80
H 26.35 -31.35 19.60
H 24.29 -29.29 19.50
H 24.94 -29.94 21.04
H 22.25 -30.63 18.94
H 22.23 -30.25 20.58
H 21.87 -31.96 19.97
H 26.32 -31.06 17.16
H 25.24 -29.83 17.34
C 31.56 -39.37 28.04
C 30.45 -38.28 27.67
C 29.00 -38.77 27.91
O 28.24 -37.74 27.31
C 26.95 -37.54 27.97
N 30.80 -37.14 28.46
H 31.53 -40.09 27.22
H 31.45 -39.89 28.99
H 32.50 -38.81 27.99
H 30.67 -38.06 26.63
H 28.83 -38.72 28.98
H 28.54 -39.69 27.53
H 26.39 -38.48 28.05
H 26.38 -36.80 27.41
H 27.30 -37.16 28.93
H 30.49 -37.30 29.40
H 30.11 -36.50 28.12
C 31.83 -32.91 35.25
O 31.66 -33.11 33.78
C 31.51 -34.42 33.41
C 31.04 -34.40 31.94
N 29.55 -34.16 31.82
C 29.21 -34.23 30.38
C 28.15 -33.21 30.07
O 28.61 -31.89 30.43
C 27.82 -30.88 29.92
H 32.29 -33.79 35.71
H 30.86 -32.71 35.69
H 32.53 -32.10 35.48
H 30.77 -34.96 34.00
H 32.51 -34.86 33.45
H 31.32 -35.39 31.59
H 31.58 -33.64 31.38
H 29.35 -33.21 32.10
H 28.90 -35.23 30.09
H 30.08 -34.07 29.73
H 27.23 -33.45 30.62
H 28.02 -33.17 28.99
H 28.19 -29.90 30.22
H 26.87 -31.01 30.43
H 27.64 -31.01 28.86
C 19.58 -33.44 23.50
O 20.98 -33.65 23.82
C 21.92 -32.62 23.57
C 21.55 -31.26 24.14
N 22.70 -30.34 24.13
C 22.36 -29.04 24.70
C 23.64 -28.37 25.41
O 24.34 -29.35 26.29
C 25.21 -28.85 27.22
H 19.10 -34.31 23.95
H 19.40 -33.39 22.42
H 19.26 -32.60 24.11
H 21.89 -32.56 22.48
H 22.88 -32.87 24.02
H 21.15 -31.49 25.13
H 20.67 -30.79 23.71
H 23.38 -30.80 24.73
H 21.68 -29.23 25.53
H 21.93 -28.33 24.00
H 23.32 -27.57 26.07
H 24.24 -28.10 24.54
H 24.71 -28.04 27.74
H 26.04 -28.22 26.89
H 25.62 -29.61 27.88
C 29.01 -29.86 24.02
C 29.27 -28.65 24.97
C 30.77 -28.41 24.78
C 31.11 -27.78 23.38
C 30.30 -26.53 23.17
C 28.74 -26.61 23.28
N 28.48 -27.44 24.53
O 27.10 -27.72 24.70
C 28.12 -25.15 23.54
C 28.17 -27.14 21.96
C 28.90 -28.93 26.45
H 28.20 -29.59 23.35
H 28.54 -30.66 24.59
H 29.86 -30.33 23.52
H 31.02 -27.72 25.59
H 31.37 -29.31 24.90
H 31.03 -28.57 22.64
H 32.15 -27.45 23.35
H 30.64 -26.10 22.22
H 30.57 -25.77 23.90
H 27.04 -25.03 23.60
H 28.47 -24.71 24.48
H 28.40 -24.45 22.75
H 28.08 -26.41 21.15
H 28.43 -28.10 21.51
H 27.15 -27.33 22.28
H 29.61 -29.58 26.97
H 27.97 -29.50 26.46
H 28.94 -28.01 27.03
H 26.92 -27.23 25.51
C 19.92 -34.80 27.16
C 19.23 -35.34 28.41
C 18.01 -34.37 28.52
C 17.02 -34.76 29.70
C 16.47 -36.24 29.44
C 17.61 -37.32 29.00
N 18.66 -36.70 28.17
O 19.68 -37.55 27.86
C 18.18 -37.86 30.43
C 16.90 -38.49 28.33
C 20.20 -35.28 29.54
H 19.40 -34.93 26.22
H 20.93 -35.19 27.06
H 20.05 -33.72 27.25
H 18.34 -33.34 28.59
H 17.37 -34.58 27.66
H 16.33 -33.97 30.01
H 17.69 -34.90 30.55
H 15.74 -36.09 28.64
H 15.99 -36.50 30.38
H 18.59 -37.15 31.15
H 17.44 -38.24 31.13
H 18.99 -38.55 30.18
H 16.05 -38.90 28.87
H 16.60 -38.29 27.30
H 17.72 -39.18 28.13
H 19.76 -35.49 30.51
H 20.83 -34.39 29.60
H 21.04 -35.93 29.27
H 19.30 -37.96 27.08
C 23.44 -32.72 27.55
C 24.55 -33.56 26.78
C 23.84 -34.69 25.98
C 24.67 -35.29 24.88
C 25.36 -34.22 24.02
C 26.07 -33.10 24.81
N 25.29 -32.63 25.89
O 25.93 -31.61 26.58
C 27.44 -33.68 25.28
C 26.26 -31.94 23.83
C 25.45 -34.25 27.86
H 23.26 -31.74 27.10
H 23.74 -32.52 28.58
H 22.50 -33.28 27.51
H 23.43 -35.43 26.66
H 23.01 -34.27 25.41
H 24.24 -36.01 24.18
H 25.56 -35.78 25.27
H 24.63 -33.80 23.34
H 26.12 -34.76 23.44
H 27.48 -34.67 25.72
H 28.17 -33.60 24.46
H 27.89 -32.99 25.99
H 26.90 -32.30 23.02
H 25.30 -31.72 23.38
H 26.53 -30.98 24.28
H 25.01 -35.21 28.09
H 25.60 -33.69 28.78
H 26.44 -34.53 27.49
H 25.31 -30.88 26.50
*
```

Summary:
HOMO-LUMO gap (spin up / spin down) (eV): 7.18 / 2.65
⟨S²⟩: 0.754
Energy (a.u.): -3204.817712